No. 1
C26H22F5N7ReSe as an isolated structure, computed with wB97M-V/def2-TZVPD.

Structure (XYZ):
```
62
C26H22F5N7ReSe | the Open Molecules 2025 dataset | wB97M-V/def2-TZVPD
F 4.898 -1.583 -4.471
F 3.180 -3.427 -5.457
H 2.508 1.959 0.439
H -1.364 -3.760 1.859
C 0.031 -3.939 -0.385
C -0.241 -3.897 3.654
H -0.796 -4.757 4.007
C -2.180 -3.624 -1.985
H -2.369 1.791 -1.596
C 3.136 -0.507 -3.357
H 2.893 -0.049 4.201
C 1.786 -0.415 -3.039
H 2.261 -3.802 5.946
N -0.265 -1.733 0.635
C -3.919 0.202 -1.858
C -1.929 -5.924 -2.961
C -1.793 -2.594 -1.141
H 3.801 2.098 2.842
H -4.464 -1.960 -1.751
N -1.184 0.865 1.427
C -2.683 0.759 -1.548
H -1.731 -5.641 -3.997
H -4.806 0.710 -2.195
N 1.617 0.241 1.238
H -3.031 0.844 2.243
H 0.608 -3.632 6.533
C 2.429 1.301 1.288
C 0.927 -1.365 -3.570
H 2.230 -1.825 4.553
H 1.080 -5.093 5.678
H -1.338 1.822 1.110
H -3.012 -3.467 -2.661
C 0.114 -2.212 1.935
F 0.536 -3.281 -4.868
C 2.641 0.270 3.206
N -2.486 0.274 1.603
C -0.560 -3.334 2.442
H 0.236 -5.863 -1.279
H -2.353 -0.644 2.013
C 1.077 -1.615 2.755
N 1.762 -0.404 2.426
C 1.430 -2.233 3.953
C -0.356 -4.957 -1.231
H -3.000 -6.105 -2.873
N -2.498 -1.363 -1.234
C -1.491 -4.828 -2.031
C 3.612 -1.514 -4.177
F 4.004 0.365 -2.858
C 0.804 -3.377 4.417
H -1.399 -6.852 -2.759
C 1.384 -2.383 -4.382
Se 1.216 1.047 -1.941
Re -0.026 -0.019 -0.109
C -0.697 -2.754 -0.292
N -1.830 -0.190 -1.161
C 1.219 -4.014 5.712
F -0.383 -1.319 -3.301
C 2.734 -2.457 -4.687
H -0.674 0.925 2.310
C -3.763 -1.149 -1.647
C 3.093 1.360 2.508
H 0.922 -4.053 0.220
```

Properties
Calculated total energy   -4365.7080 Eh
2S+1   2
Total charge   +2
HOMO level (alpha / beta)   -13.7 / -13.9 eV
Energy above the lowest of the compared OMol25 structures with the same formula, charge and spin   135.9 kJ/mol
LUMO energy (alpha / beta)   -7.61 / -7.48 eV

Löwdin population analysis, charges in e, atoms 1 to 6: F 0.166; F 0.177; H 0.082; H 0.129; C -0.008; C 0.001

***

No. 2
A 15-piece molecular cluster, C90H215N5O30 overall, computed with wB97M-V/def2-TZVPD.

Structure (XYZ):
```
340
C90H215N5O30 | the Open Molecules 2025 dataset | wB97M-V/def2-TZVPD
C 3.060 -0.128 -2.199
H 2.683 -2.724 -2.796
C -3.044 -3.308 10.283
C 3.862 -3.340 -6.136
C -3.853 2.029 -1.360
H -0.634 -0.366 -6.242
H 5.511 -1.277 -6.626
H -4.657 -2.417 -2.134
C -0.817 2.427 -7.995
H -2.383 0.709 1.419
H -3.055 8.025 -2.164
C 2.371 -6.657 1.418
C 4.491 -0.540 -2.696
H 8.382 -1.910 5.598
C 5.866 -1.497 -4.465
H -0.094 1.681 -7.666
H -2.887 1.546 -4.631
H -0.529 -0.068 5.012
H -3.671 -3.600 11.125
C -0.535 9.036 -3.484
H -4.654 8.197 -2.850
C 1.191 3.973 -5.804
H -3.443 -4.164 0.922
H 3.523 -4.282 -5.706
H 0.577 3.233 -5.291
H -3.894 7.307 -4.980
C 4.824 0.046 8.214
C 6.799 3.179 7.673
H 4.880 4.377 -3.340
C -3.127 7.732 -4.332
O 3.986 4.854 5.406
H 1.661 -6.050 -1.255
H 5.090 -1.047 -1.939
O 0.118 6.292 1.692
O -2.278 -5.803 4.131
H -4.565 -3.693 -3.277
C -7.194 4.228 0.965
H -0.861 3.095 -3.670
H 0.728 -9.267 1.761
H 0.302 9.273 -2.827
C -1.676 -2.045 -4.116
H 0.209 7.001 -3.671
H 10.366 -1.585 3.945
C -4.611 -1.620 4.703
H 0.972 -5.167 0.036
H 3.378 -2.969 2.069
H -2.623 -1.426 -2.338
H 6.799 4.108 8.244
O 5.923 2.165 8.252
H -1.419 -0.995 -4.256
C 2.549 -0.471 8.349
H -0.710 -4.289 5.708
H 7.000 7.516 3.192
H 3.503 1.839 -6.822
H 4.040 -6.346 -0.066
C -4.816 -0.082 4.862
H -3.837 6.059 -0.322
H -1.667 3.058 -6.115
H 1.207 -10.485 0.570
C 0.568 -4.971 -4.862
O 7.045 -1.851 4.092
H -3.598 0.089 -5.328
H 0.399 -0.673 8.516
O -1.133 -1.469 1.105
C -4.338 -6.267 -2.838
H -3.541 2.147 -0.322
H 4.934 2.780 -2.659
H -0.762 4.848 2.960
H -0.301 3.383 -8.083
H -1.091 -1.383 -12.760
H -1.084 7.224 -2.470
H -4.481 1.155 1.375
H 2.594 -0.554 9.435
C -4.934 4.854 1.091
H 6.182 -0.460 -4.583
H 5.358 8.084 2.887
H -1.348 0.142 -13.452
H 6.800 0.427 7.517
H -5.648 1.745 -3.425
H 0.223 4.232 1.643
C -4.970 0.101 -0.521
C -0.430 0.109 6.083
C -3.733 1.973 4.624
O -3.887 -3.042 9.181
H 6.429 3.526 6.708
C 3.349 3.784 6.046
C -0.007 1.894 -1.490
H 0.350 -1.052 -7.535
C -1.731 -6.371 2.890
C 0.116 -1.124 -6.473
C 1.935 1.681 3.234
C -1.360 0.742 1.793
H 0.186 -0.686 2.425
H 6.085 -0.018 4.301
H 0.833 -8.633 -0.892
H -7.133 3.357 0.312
C -0.690 3.765 -2.827
H -0.779 -3.176 0.098
H 8.398 -0.427 4.728
H -1.559 -4.770 -5.429
C -5.184 0.423 0.978
H -0.937 -1.972 -2.094
O 2.286 -1.129 -1.519
H -1.528 -2.508 -6.661
O 9.531 -3.403 3.729
H -4.216 -1.776 3.699
H -5.658 -0.694 -0.810
H -2.963 6.552 -7.056
H 4.044 2.081 4.872
O 3.336 3.079 -3.737
O -3.668 -2.083 5.608
H 3.632 -3.455 -7.195
C -4.095 3.386 -2.017
H 1.781 -4.512 5.616
H -4.222 -2.726 1.562
C 1.850 -2.162 -2.373
H -1.239 -8.293 2.256
C -0.743 7.493 -3.469
H -1.161 -0.039 -8.830
C 2.912 2.250 -6.004
H 5.577 1.113 6.492
H -3.824 -5.781 -3.667
N -5.140 1.272 -1.347
O 5.295 -3.313 -5.932
H 1.926 -6.154 2.277
H 2.003 6.059 -0.118
H -6.056 -2.885 -0.164
H -3.111 -9.177 4.926
C -5.415 -3.756 -0.031
C 3.509 -5.848 0.746
H 7.833 2.915 7.449
H 3.249 -2.601 -5.619
O 0.867 -0.365 6.506
C -0.528 -2.522 -6.226
H 6.935 -2.201 -6.125
H 3.165 3.407 -0.980
H -2.355 5.195 -5.988
H -1.182 -6.254 -0.068
H 0.099 1.342 -2.424
H 2.419 -9.731 1.570
H -3.968 3.265 -3.092
H -0.261 6.636 -5.709
C -2.054 -4.397 4.095
C 8.335 -1.506 4.587
H 0.305 4.165 -3.020
C 5.882 -2.013 -5.913
H -5.571 0.403 4.243
H 3.720 -1.032 4.256
H -2.816 3.099 -7.408
H 4.266 -5.707 1.518
H 2.521 1.891 5.761
H 2.510 -3.937 4.160
H 1.712 4.594 -5.075
H -5.060 3.825 -1.763
H 0.436 -6.051 -4.934
H 3.257 0.651 -1.463
H -1.401 4.559 -3.056
C -0.399 0.846 -0.452
C 5.839 0.941 7.536
H -5.040 0.241 5.878
H -7.146 3.951 2.018
C -3.778 -8.666 4.232
H -1.283 0.277 -0.738
N -1.803 7.028 -4.408
O -2.425 1.206 -6.628
H 5.048 7.984 6.040
C -2.102 6.050 -6.616
O -0.720 0.081 -11.437
C 5.909 -1.073 4.514
C -4.243 -5.452 -1.480
H -0.612 -5.385 -1.628
H -4.529 2.264 3.939
H -0.767 -7.093 -1.544
H 2.700 -7.552 1.947
H -4.707 -1.361 7.205
H 1.296 -1.675 -3.175
O -2.726 5.938 1.507
H 4.286 4.705 -0.830
C 4.279 3.638 -2.810
H 6.261 8.771 4.188
H 6.543 -2.016 -3.787
H 2.794 1.076 2.942
H 3.176 -4.857 0.438
C -1.712 4.991 1.036
H 2.721 -1.321 1.836
H -5.155 0.104 -3.075
H -5.048 -2.937 6.821
H -2.201 -3.939 3.117
H -2.851 -3.989 4.717
H -2.280 -5.953 2.046
C 1.115 -0.128 7.901
C 4.712 7.143 5.434
H 1.060 -4.639 -5.775
H -7.728 1.376 -2.143
H -4.737 -9.175 4.130
H -3.074 8.779 -4.629
C -5.147 -3.347 -2.423
H 2.850 -1.464 8.018
H 4.018 -1.992 0.727
H 5.082 0.374 -2.752
H 4.004 3.461 6.855
C -3.181 -2.737 7.982
H 3.560 6.113 7.078
C 1.617 -3.837 4.776
H -1.554 5.708 -7.494
H 1.166 -4.730 -3.983
C -0.424 -2.660 0.990
O 3.469 0.476 7.902
H 4.523 -2.659 4.024
H -7.242 -2.865 -2.028
H -7.294 -0.361 -1.943
O 2.188 3.360 -6.589
C 1.532 -8.421 -0.083
H -4.055 -7.663 4.555
H 1.682 7.447 2.495
H 2.394 4.128 6.441
H 0.984 0.949 8.015
C 4.563 -1.585 3.842
C -0.523 -6.222 -0.936
H 2.452 0.318 -2.987
H -1.452 1.320 2.712
H -2.509 -2.404 10.575
O 5.749 6.843 4.540
O -1.211 2.029 -9.326
H 2.218 1.473 -5.680
C -3.725 7.632 -2.928
C -1.965 0.151 -10.812
O 2.753 5.270 -1.933
H -5.561 -2.152 4.756
H -2.450 -1.969 8.235
H -1.177 -4.559 -3.693
N -5.171 -4.361 -1.379
C -1.783 0.680 -9.363
N -0.714 -2.871 -4.798
O -6.231 5.219 0.634
H -2.636 -2.246 -4.591
H 9.239 -1.597 2.608
H -4.094 2.246 5.616
C -1.875 -2.170 -2.611
H -2.213 -3.185 -2.401
C 1.491 -9.540 1.032
C -5.688 0.963 -2.668
H -4.530 -6.108 -0.658
O -0.979 2.952 -1.668
H -8.216 4.560 0.783
H 0.387 0.115 -0.259
H -0.524 1.176 6.283
H -0.251 9.415 -4.465
C -0.457 5.034 1.930
H -5.022 -0.459 1.598
H -1.473 -0.975 3.073
H -5.889 -4.465 0.648
H 0.369 -0.373 -13.164
C -0.845 -4.363 -4.712
H 4.541 1.757 -4.735
H -1.325 -8.277 3.990
H 5.004 -0.991 7.932
C -7.169 0.534 -2.552
H 10.140 -5.205 2.945
H 0.121 -3.234 -6.735
H -5.342 -6.491 -3.200
H -7.121 -3.953 -3.287
H -3.244 -5.113 -1.208
H -1.420 9.588 -3.166
H 1.132 6.269 3.558
H -3.504 -2.671 -0.059
H -6.201 0.745 1.201
H -6.653 -2.280 -3.614
H -3.982 -0.339 -0.662
H 9.878 -3.927 1.698
C -4.187 -2.276 6.920
C -0.656 -0.384 -12.794
H 1.347 1.064 3.914
C 1.723 5.492 -1.006
C -2.025 2.489 -6.973
C -3.350 1.131 -5.527
H -3.921 -7.271 -2.764
C 10.228 -4.145 2.708
C -1.847 -7.947 3.092
H -3.317 4.031 -1.609
O 2.451 2.876 3.906
H 1.509 -2.805 5.111
O 0.484 -4.277 3.999
H -4.275 1.672 -5.726
H -3.871 6.607 -2.587
H -4.465 6.954 0.888
H 0.966 -1.075 -5.794
C 9.419 -2.002 3.604
H 0.513 4.586 -6.398
H 2.542 -8.411 -0.493
C 6.073 7.830 3.670
H 4.985 0.087 9.291
H 1.117 4.611 -0.793
H -7.537 0.324 -3.556
O -3.131 -8.484 2.945
H 0.977 2.299 -1.254
H 5.830 -1.234 5.589
H 5.187 5.595 6.893
N 1.297 -7.137 0.538
C 3.623 4.218 -1.546
H -4.616 3.911 0.647
C -4.044 -3.297 0.650
C 3.093 2.555 5.112
H -1.471 5.198 -0.006
H 0.663 -2.635 0.909
C -1.300 6.961 -5.769
H -0.796 -2.816 4.731
O 4.695 -1.415 2.449
H -0.664 -6.186 2.770
H 1.009 6.121 -1.537
H -3.079 1.566 -1.972
C -3.964 5.994 0.758
H -2.790 0.636 -8.949
C 3.601 -1.956 1.733
H -5.025 4.677 2.163
O -0.596 1.492 0.831
C 3.916 2.633 -4.914
C -0.704 -3.901 4.690
H -2.437 -0.830 -10.854
O -3.566 0.575 4.611
H 4.601 3.355 -5.359
H 2.070 5.702 2.245
H -2.311 -4.077 10.042
H -1.263 -0.423 6.541
H 1.225 -2.890 -1.856
C 0.924 -6.138 -0.457
C -0.884 -0.617 2.228
H -2.171 4.004 0.992
C 1.295 6.428 2.492
C 4.314 5.906 6.318
H -2.706 -3.690 7.747
H -2.661 0.782 -11.365
H -1.202 7.947 -6.222
H 3.816 7.537 4.955
H -0.653 -3.301 1.841
H -2.832 2.524 4.353
H 11.297 -3.940 2.759
H 1.426 1.848 2.285
O 4.542 -1.395 -3.824
C -6.600 -3.085 -2.881
```

Properties
Calculated total energy   -6088.2737 Eh
Total charge   0
HOMO level   -7.9 eV
LUMO energy   0.49 eV

Löwdin population analysis, charges in e, atoms 1 to 6: C -0.152; H 0.083; C -0.109; C -0.090; C -0.223; H 0.040

***

No. 3
C5H7N as an isolated structure, computed with wB97M-V/def2-TZVPD.

Structure (XYZ):
```
13
C5H7N | the Open Molecules 2025 dataset | wB97M-V/def2-TZVPD
H 0.874 -2.057 -0.021
C -1.009 0.569 -0.188
C 0.362 -1.094 -0.040
H -1.766 -1.453 0.218
H -1.026 -0.682 1.655
H -0.997 0.371 -1.339
C 1.112 0.181 -0.252
H 2.193 0.186 -0.398
C 0.263 1.327 0.222
H 0.307 1.569 1.291
C -0.978 -0.775 0.563
N 0.262 -0.377 -1.342
H 0.404 2.237 -0.369
```

Properties
Calculated total energy   -249.2682 Eh
Total charge   0
HOMO level   -8.2 eV
Energy above the lowest of the compared OMol25 structures with the same formula, charge and spin   538.4 kJ/mol
LUMO energy   0.43 eV

Löwdin population analysis, charges in e, atoms 1 to 6: H 0.128; C -0.047; C -0.270; H 0.107; H 0.110; H 0.120

***

No. 4
C17H15F3LiN2O5S as an isolated structure, computed with wB97M-V/def2-TZVPD.

Structure (XYZ):
```
44
C17H15F3LiN2O5S | the Open Molecules 2025 dataset | wB97M-V/def2-TZVPD
C 3.579 3.015 -0.357
C 2.559 2.127 -0.030
H -0.473 -2.744 -3.269
C -3.791 -2.653 3.160
H -2.325 1.464 0.171
C -0.422 -3.145 -2.257
C -3.380 -1.472 2.331
H 2.284 -2.172 -0.562
C -2.674 0.643 0.790
N -1.723 -0.180 1.208
H -0.026 3.790 -1.534
C -4.355 -0.604 1.884
C 2.003 4.435 -1.520
C 1.192 2.377 -0.447
F -3.494 -3.831 2.576
O 4.125 6.057 -2.065
C -0.845 -2.089 -1.231
C -2.010 -1.248 1.999
H 1.719 -3.191 -2.676
C 2.931 0.961 0.738
O 0.240 1.614 -0.177
H -1.477 -1.299 -1.632
C 3.318 4.150 -1.090
H -5.388 -0.783 2.149
H -4.757 1.187 0.740
S -0.702 -2.219 2.496
H 4.008 0.921 1.000
H 1.828 5.335 -2.093
F -5.143 -2.676 3.348
H 1.191 -4.519 -1.644
F -3.260 -2.673 4.390
O 2.208 0.051 1.109
O 0.377 -1.493 -0.796
C -4.014 0.490 1.099
N 4.389 5.050 -1.419
Li 0.258 -0.125 0.693
O 5.523 4.780 -1.041
H 1.038 -3.114 0.289
C 0.987 3.587 -1.213
C 1.039 -3.464 -1.869
C 1.280 -2.585 -0.638
H -1.068 -4.022 -2.209
H 4.593 2.816 -0.035
H -1.342 -2.548 -0.371
```

Properties
Calculated total energy   -1847.9663 Eh
Total charge   -1
HOMO level   -4.4 eV
LUMO energy   2.40 eV

Löwdin population analysis, charges in e, atoms 1 to 6: C 0.031; C -0.119; H 0.101; C -0.604; H 0.099; C -0.147

***

Number 1: largest force on an atom 0.48 eV Å⁻¹. Number 2: largest force on an atom 3.39 eV Å⁻¹. Number 3: largest force on an atom 1.78 eV Å⁻¹. Number 4: largest force on an atom 0.15 eV Å⁻¹.